No. 1
Formula: C40H59BClF3N11O19Si
Source: the Open Molecules 2025 dataset
Level of theory: ωB97M-V/def2-TZVPD

Geometry (Å):
1 Cl -0.836 -1.912 6.716
2 Si -2.377 -3.847 -2.367
3 F -2.470 -5.626 1.911
4 F -0.326 -6.379 1.297
5 F 5.774 -2.981 1.653
6 O -0.559 7.434 -4.578
7 O -4.785 -0.363 -1.376
8 O 0.733 7.676 -8.832
9 O -4.372 0.023 -3.505
10 O -4.547 2.521 3.245
11 O 1.478 6.672 -4.931
12 O -5.867 0.636 -7.308
13 O 7.563 -4.905 -5.527
14 O -6.423 -0.674 -5.627
15 O -4.781 1.924 7.015
16 O 3.070 4.718 6.447
17 O -5.228 0.003 7.998
18 O 5.526 -4.144 -5.174
19 O 1.524 3.733 7.669
20 O -2.440 2.786 3.831
21 O 0.423 5.854 -10.032
22 O 2.720 2.356 -2.502
23 O -3.105 -5.049 4.840
24 O 3.134 2.743 -4.630
25 N 0.667 7.567 -4.665
26 N 4.438 -3.177 1.944
27 N 0.365 6.505 -8.982
28 N 6.753 -4.010 -5.261
29 N -5.165 1.238 7.969
30 N -4.995 0.206 -2.453
31 N -3.523 2.189 3.853
32 N -5.871 -0.445 -6.710
33 N -3.495 -2.510 4.647
34 N 2.265 4.681 7.385
35 N 2.510 2.926 -3.579
36 C -5.147 -1.579 -7.346
37 C 1.243 -3.861 2.437
38 C 3.767 -2.604 3.204
39 C 1.407 3.925 -3.617
40 C 3.678 -4.015 0.905
41 C -1.994 -5.538 -3.290
42 C 4.501 -4.542 -0.451
43 C -0.199 5.821 -7.787
44 C 2.155 -2.939 3.496
45 C -0.048 -2.597 5.167
46 C -5.589 1.970 9.194
47 C 2.185 5.891 8.248
48 C 1.212 8.931 -4.428
49 C 2.977 1.635 4.175
50 C 0.825 3.310 3.100
51 C -1.199 -4.279 0.226
52 C 4.601 0.225 2.183
53 C -3.968 -3.096 -3.189
54 C -3.596 0.961 4.690
55 C 2.075 -4.365 1.110
56 C -0.764 -1.096 -2.341
57 C 1.700 2.692 4.382
58 C 4.718 -1.691 4.178
59 C -2.674 -4.365 -0.496
60 C -0.369 -4.209 2.736
61 C -0.951 -3.522 4.105
62 C 1.189 2.843 1.564
63 C 1.542 -2.311 4.888
64 C -1.117 -5.140 1.659
65 C 5.422 -0.399 3.457
66 C 7.298 -2.646 -5.024
67 C 1.974 -2.526 -3.475
68 C 2.442 1.807 1.347
69 C -6.098 1.205 -2.492
70 C 4.973 -4.828 -1.768
71 C 1.985 -0.906 -3.218
72 C 3.338 1.225 2.630
73 C 0.594 -3.424 -3.183
74 C 0.613 -0.218 -2.632
75 C -0.819 -2.744 -2.617
76 B -2.524 -3.697 4.529
77 H 0.768 9.597 -5.171
78 H 8.384 -2.676 -5.133
79 H 0.702 -4.579 -3.440
80 H 0.587 3.225 0.634
81 H 2.712 1.469 0.244
82 H -4.733 2.548 9.545
83 H 3.173 6.049 8.686
84 H -3.402 -3.567 -0.045
85 H 6.544 -0.612 3.109
86 H -2.791 -6.298 -2.855
87 H -0.975 -3.143 0.503
88 H 0.948 3.983 -2.628
89 H -2.325 -5.698 4.759
90 H -0.058 4.079 3.222
91 H -4.441 -2.938 4.479
92 H 5.363 0.952 1.622
93 H -0.480 4.802 -8.062
94 H -3.373 1.250 5.719
95 H -5.901 1.245 9.948
96 H -4.601 0.542 4.616
97 H 6.854 -1.980 -5.767
98 H 2.956 -3.032 -3.904
99 H -1.714 -0.515 -1.948
100 H 1.567 -5.000 0.268
101 H 4.262 -0.557 1.377
102 H -4.852 -3.875 -3.309
103 H 1.341 3.070 5.449
104 H 4.210 -1.309 5.160
105 H 5.507 0.452 4.270
106 H -4.365 -1.900 -6.655
107 H 0.575 5.813 -7.016
108 H -1.075 6.389 -7.465
109 H -3.657 -2.796 -4.299
110 H 2.129 -1.688 5.686
111 H -2.030 -5.435 -4.459
112 H 0.606 0.937 -2.409
113 H 5.400 -4.891 -2.881
114 H -5.872 -2.375 -7.524
115 H -3.466 -2.258 5.680
116 H -0.415 -4.655 -0.571
117 H 0.934 9.226 -3.414
118 H -5.663 2.166 -2.773
119 H 1.892 6.730 7.613
120 H -4.358 -2.119 -2.674
121 H 5.610 -2.401 4.530
122 H -6.823 0.865 -3.235
123 H 7.019 -2.352 -4.010
124 H 2.960 -0.273 -3.438
125 H -3.123 -5.454 -0.558
126 H -4.712 -1.236 -8.288
127 H 1.843 4.886 -3.898
128 H 0.682 3.585 -4.360
129 H -2.855 0.257 4.306
130 H -6.557 1.263 -1.503
131 H -0.949 -5.887 -2.872
132 H -6.422 2.620 8.917
133 H 2.298 8.902 -4.536
134 H 3.594 1.202 5.092
135 H 1.440 5.720 9.029

The value obtained for the LUMO energy is -4.820 eV. Its total charge is +1. The value obtained for the strongest force on any atom is 10.215 eV/Å.


No. 2
Formula: C6H13N
Source: the Open Molecules 2025 dataset
Level of theory: ωB97M-V/def2-TZVPD

Geometry (Å):
1 N 0.396 1.670 1.343
2 C -0.020 0.286 1.350
3 C 0.986 -0.555 0.505
4 C -0.662 -2.109 -2.541
5 C -0.774 2.543 1.530
6 C -0.428 -1.278 -1.364
7 C 0.701 -0.636 -0.972
8 H 0.355 -3.122 -1.589
9 H -0.063 -0.248 2.326
10 H -1.257 2.173 2.437
11 H 1.545 -0.695 -1.664
12 H -1.017 0.114 0.908
13 H -1.293 -1.071 -0.725
14 H 0.134 -2.077 -3.275
15 H -1.553 -2.669 -2.781
16 H -0.444 3.577 1.661
17 H 1.091 -1.555 0.940
18 H 1.924 -0.031 0.729
19 H 0.701 1.880 0.385
20 H -1.508 2.504 0.705

As for the energy relative to the best compared isomer or geometry (same formula, charge and spin): 447.1 kJ/mol. The value obtained for the LUMO energy is 0.111 eV. The value obtained for the strongest force on any atom is 5.588 eV/Å.


No. 3
Formula: C48H59F4IrN6
Source: the Open Molecules 2025 dataset
Level of theory: ωB97M-V/def2-TZVPD

Geometry (Å):
1 Ir 0.462 -0.236 -0.497
2 F 2.936 0.698 5.582
3 F 2.348 -1.922 0.867
4 F 4.555 -2.259 2.240
5 F 0.325 0.399 4.499
6 N 0.987 1.671 -0.288
7 N -0.018 -2.189 -0.501
8 N 0.457 0.104 1.631
9 N 1.078 -0.256 -2.352
10 N -2.467 2.443 -0.436
11 N -1.910 -0.596 1.155
12 C 0.726 -6.544 -2.160
13 C -2.475 -1.316 3.342
14 C -2.856 3.739 -2.468
15 C 2.701 -0.167 4.572
16 C 1.412 -0.438 2.456
17 C -3.905 0.376 5.655
18 C 0.049 1.535 1.913
19 C -2.741 0.012 3.350
20 C 1.786 2.131 -2.519
21 C 1.482 0.850 -3.066
22 C -1.520 -2.896 1.550
23 C 1.117 -2.686 -2.739
24 C -2.775 -2.418 4.356
25 C 1.690 0.505 -4.440
26 C 1.306 3.635 0.783
27 C 2.116 1.459 -5.451
28 C 3.577 -1.487 2.830
29 C 0.618 -3.019 -1.475
30 C 0.703 -4.412 -0.909
31 C -2.392 0.561 1.954
32 C -0.173 -5.595 1.234
33 C -3.393 0.529 -1.643
34 C -3.357 3.400 -1.069
35 C 1.693 3.801 -0.598
36 C 1.290 4.515 1.992
37 C -2.116 2.803 0.934
38 C 1.229 -1.364 -3.189
39 C -2.132 1.268 -1.237
40 C 3.769 -0.978 4.107
41 C 0.860 2.307 0.862
42 C 2.124 4.994 -1.325
43 C 1.150 5.409 -2.433
44 C 1.593 -5.539 -1.372
45 C -0.602 -3.064 0.484
46 C -1.587 -3.012 5.130
47 C 0.948 -2.333 -6.411
48 C 1.602 -0.872 -4.495
49 C 0.828 -5.472 2.369
50 C -3.199 0.872 4.451
51 C 1.511 2.537 -1.238
52 C -2.047 -1.670 1.923
53 C 2.398 -1.358 2.102
54 C 3.633 1.434 -5.597
55 C 0.015 -4.449 0.287
56 C 0.805 5.929 1.740
57 C 1.486 -0.109 3.888
58 C -1.516 1.767 1.877
59 C 2.107 -1.786 -5.567
60 H -0.098 5.933 1.058
61 H 2.144 5.802 -0.574
62 H 2.280 4.542 2.446
63 H -1.779 4.012 -2.475
64 H -3.333 -3.223 3.796
65 H 0.369 -1.473 -6.846
66 H 0.565 6.464 2.674
67 H 2.851 -1.293 -6.241
68 H 2.415 -5.290 -2.131
69 H -1.140 -2.286 5.836
70 H -4.827 -0.144 5.447
71 H -1.678 2.295 2.833
72 H 4.073 0.458 -5.432
73 H -1.419 0.672 -0.617
74 H 1.424 -7.285 -2.562
75 H 1.307 6.471 -2.714
76 H 1.615 1.158 -6.420
77 H 1.394 -3.436 -3.440
78 H 0.209 -6.117 -2.994
79 H -4.377 2.945 -1.187
80 H 1.594 6.488 1.281
81 H -1.479 3.701 0.837
82 H 4.698 -1.192 4.691
83 H -3.313 0.856 1.358
84 H -3.854 1.142 -2.413
85 H 0.249 -2.978 -5.802
86 H 1.830 -5.610 1.999
87 H 0.806 -4.473 2.802
88 H 2.306 2.861 -3.208
89 H -1.544 1.691 -2.047
90 H 0.534 4.075 2.702
91 H -3.398 4.327 -0.482
92 H -3.455 4.585 -2.824
93 H -3.191 -0.467 -1.898
94 H -3.013 3.013 -3.329
95 H 1.337 -2.975 -7.243
96 H -2.290 1.482 4.764
97 H -4.065 0.503 -0.801
98 H 1.313 4.791 -3.335
99 H 4.029 2.098 -4.802
100 H -1.229 -5.705 1.634
101 H -4.203 1.176 6.319
102 H 3.127 4.893 -1.743
103 H -0.017 -6.548 0.684
104 H 0.402 1.863 2.878
105 H 0.615 -6.162 3.165
106 H -0.028 -7.075 -1.590
107 H -1.908 -3.819 2.017
108 H 0.095 5.292 -2.124
109 H 1.745 2.466 -5.222
110 H 4.003 1.899 -6.604
111 H -3.286 -0.386 6.190
112 H -3.880 1.615 3.980
113 H -2.027 -3.819 5.769
114 H 1.992 -6.125 -0.483
115 H -0.813 -3.428 4.461
116 H -3.591 -2.111 5.009
117 H 2.643 -2.605 -5.078
118 H -3.024 3.211 1.390

The spin multiplicity is 6. The value obtained for the LUMO energy (spin up / spin down) is -2.925 / -5.387 eV. Its total charge is +1. The value obtained for the strongest force on any atom is 3.462 eV/Å.